Entry 1:
272
Properties=species:S:1:pos:R:3:mulliken_charge:R:1 method="wB97M-V/def2-TZVPD" homo_energy_ev=-7.6 e_tot_ev=-148012.06170 homo_lumo_gap_ev=7.7200
C 18.69146 -6.33650 -11.55345 -1.67
C 19.58242 -7.38669 -12.25716 1.31
C 21.03463 -7.14468 -11.92857 -1.56
C 21.41910 -7.64194 -10.52080 -0.08
C 20.93026 -9.14554 -10.30472 -0.98
C 19.44692 -9.44979 -10.66746 2.09
N 19.08586 -8.79856 -12.00851 0.30
O 17.81051 -9.02663 -12.45530 -0.49
C 19.27217 -10.98757 -10.87311 -1.99
C 18.53607 -9.01744 -9.54340 -1.94
C 19.56321 -6.98811 -13.79721 -1.83
H 18.86375 -6.29239 -10.47805 0.17
H 17.65600 -6.67299 -11.60540 0.37
H 18.85114 -5.39343 -12.07616 0.41
H 21.65070 -7.72662 -12.61407 0.51
H 21.60048 -6.22293 -12.06388 0.53
H 20.82238 -7.08155 -9.80109 -0.37
H 22.46770 -7.49695 -10.26097 0.71
H 21.01612 -9.39979 -9.24827 -0.08
H 21.60049 -9.80286 -10.85863 0.49
H 18.30862 -11.28392 -11.28766 0.42
H 19.98034 -11.50052 -11.52386 0.42
H 19.16821 -11.49907 -9.91621 0.38
H 18.76648 -9.55784 -8.62526 0.47
H 18.72227 -7.97681 -9.27783 0.23
H 17.52585 -9.12925 -9.93716 0.46
H 20.10174 -6.04167 -13.84553 0.41
H 18.58663 -7.07266 -14.27391 0.39
H 20.05937 -7.82343 -14.29134 0.51
H 17.78861 -9.14855 -13.40727 0.36
C 21.25859 -3.88427 -8.22981 -1.87
C 21.81099 -2.66540 -9.19173 1.65
C 20.77368 -2.59833 -10.37065 -0.83
C 20.96886 -1.33162 -11.17841 -0.65
C 20.77516 -0.05730 -10.33023 -1.17
C 21.53138 -0.04170 -8.92153 1.19
N 21.54518 -1.41654 -8.34854 0.40
O 22.28796 -1.51431 -7.23446 -0.50
C 23.04434 0.55537 -9.06970 -1.65
C 20.86426 0.90481 -7.89170 -1.82
C 23.23326 -3.00955 -9.57691 -1.56
H 20.31545 -3.63439 -7.74386 0.51
H 21.89662 -3.95866 -7.34919 0.53
H 21.31468 -4.86875 -8.69430 -0.03
H 20.87742 -3.52966 -10.92739 0.00
H 19.78157 -2.64534 -9.92164 0.45
H 20.11140 -1.22950 -11.84356 0.37
H 21.87743 -1.39127 -11.77762 0.36
H 19.72188 0.10387 -10.10063 0.46
H 21.03458 0.85825 -10.86181 0.39
H 22.88488 1.62533 -9.20332 0.48
H 23.65672 0.20389 -8.23930 0.37
H 23.60526 0.21070 -9.93842 0.35
H 19.94425 0.49078 -7.47908 0.43
H 21.57433 1.10488 -7.08928 0.43
H 20.64416 1.92321 -8.21189 0.39
H 23.34373 -4.06843 -9.81073 0.36
H 23.96230 -2.97115 -8.76751 0.33
H 23.56344 -2.46027 -10.45860 0.33
H 21.66219 -1.83986 -6.58328 0.30
C 16.59618 -9.52126 -0.91859 -0.99
C 15.60567 -8.75266 -1.88819 1.08
C 16.13776 -7.23767 -1.79434 -0.50
C 15.40376 -6.34315 -2.85861 -0.56
C 15.73994 -6.82228 -4.26915 -1.43
C 15.37860 -8.35023 -4.51358 1.83
N 15.71522 -9.24566 -3.30505 1.14
O 15.48163 -10.58620 -3.29515 -0.59
C 13.88809 -8.49371 -4.90774 -1.87
C 16.44812 -8.63808 -5.67502 -1.83
C 14.16389 -8.77049 -1.29541 -1.68
H 16.61001 -9.01168 0.04486 0.04
H 17.61859 -9.43737 -1.28701 -0.35
H 16.30734 -10.54653 -0.68730 0.49
H 15.90968 -6.87092 -0.79355 0.65
H 17.20036 -7.35150 -2.00889 -0.28
H 15.84139 -5.34545 -2.89295 0.08
H 14.31571 -6.32688 -2.79557 0.38
H 16.80146 -6.60789 -4.39288 0.34
H 15.20680 -6.25886 -5.03494 0.55
H 13.54242 -9.48746 -4.62300 0.34
H 13.15581 -7.77867 -4.53282 0.27
H 13.84522 -8.52118 -5.99655 0.56
H 17.35600 -8.88336 -5.12395 0.19
H 16.33311 -9.58426 -6.20380 0.40
H 16.77349 -7.81266 -6.30819 0.43
H 13.42123 -8.32481 -1.95719 0.29
H 14.20131 -8.02702 -0.49920 0.33
H 13.82652 -9.73631 -0.91929 0.37
H 16.34733 -10.97565 -3.43831 0.19
C 22.89800 -8.38238 -6.78003 -1.81
C 23.69034 -9.39990 -6.10001 2.85
C 23.79394 -10.68473 -6.94762 -1.54
O 22.51673 -11.23438 -7.31454 0.29
C 22.51588 -12.57026 -7.90367 -0.80
N 25.02779 -8.87149 -5.53808 -0.77
H 23.31701 -8.29947 -7.78285 0.32
H 22.99624 -7.42575 -6.26690 0.20
H 21.85533 -8.49563 -7.07687 0.22
H 23.16533 -9.69738 -5.19228 -0.79
H 24.42660 -11.46472 -6.52400 0.46
H 24.36054 -10.31007 -7.80009 0.36
H 23.02138 -13.28357 -7.25269 0.32
H 22.99881 -12.71300 -8.87037 0.30
H 21.47834 -12.89068 -7.99829 0.09
H 24.83350 -8.29087 -4.73482 0.02
H 25.53453 -9.69030 -5.23336 0.37
C 16.75541 -2.61034 0.08128 -0.96
C 17.48621 -2.23364 -1.19954 0.31
C 18.55477 -3.22352 -1.72474 0.46
O 19.21225 -2.68726 -2.93121 -0.47
C 20.05944 -3.68608 -3.59498 -0.01
N 16.51445 -1.99128 -2.25075 -0.77
H 17.51182 -3.08089 0.70939 0.09
H 16.08244 -3.45060 -0.08949 0.28
H 16.35278 -1.73575 0.59224 0.36
H 17.88464 -1.23197 -1.03825 0.26
H 17.97844 -4.14263 -1.83048 -0.40
H 19.22234 -3.58547 -0.94279 0.24
H 20.54925 -3.24986 -4.46556 -0.11
H 19.45686 -4.57364 -3.78797 0.07
H 20.88094 -4.07339 -2.99230 0.24
H 15.89775 -2.77824 -2.39383 0.24
H 17.00261 -1.71670 -3.09123 0.30
C 18.98471 0.08302 4.90378 -1.57
C 19.09319 -1.10624 4.04311 0.83
C 20.05516 -0.88926 2.86452 -1.34
O 20.22612 -2.01083 2.05181 -0.31
C 21.24672 -1.86733 1.03502 -0.98
N 19.21507 -2.33291 4.78814 -0.50
H 19.16530 0.97775 4.30801 0.38
H 19.78325 0.03262 5.64397 0.40
H 18.01955 0.13417 5.40771 0.37
H 18.16656 -1.17688 3.47349 0.04
H 21.00727 -0.80046 3.38769 0.56
H 19.91111 0.01333 2.27066 0.37
H 20.88499 -1.39312 0.12268 0.29
H 21.64980 -2.81929 0.68948 0.36
H 22.14291 -1.32055 1.32824 0.40
H 18.86418 -2.34503 5.73515 0.24
H 20.20998 -2.47687 4.88577 0.25
C 20.14513 -7.51394 -1.01297 -0.89
C 20.94849 -8.20459 -2.12099 0.93
C 20.04329 -9.10934 -3.12383 0.05
O 20.98831 -9.76467 -3.94429 0.94
C 20.27387 -10.62938 -4.78130 -0.97
N 21.80223 -7.18962 -2.83648 -0.24
H 19.35070 -8.10006 -0.55097 -0.01
H 19.50038 -6.71978 -1.38942 0.07
H 20.79476 -7.13158 -0.22565 0.11
H 21.74859 -8.83360 -1.73074 0.24
H 19.52513 -8.36461 -3.72798 0.26
H 19.31154 -9.82283 -2.74492 -0.98
H 19.69078 -10.07674 -5.51798 0.39
H 19.64409 -11.34783 -4.25660 0.15
H 20.97498 -11.23299 -5.35767 -0.06
H 22.77905 -7.36987 -2.65361 -0.12
H 21.60658 -7.44111 -3.79490 0.19
C 18.66956 -14.70297 -7.93667 -1.54
C 18.13242 -15.95572 -7.09146 0.31
C 17.73567 -17.19821 -7.88248 -1.02
O 17.34315 -18.29504 -7.05834 -0.36
C 17.03497 -19.50250 -7.78500 -0.81
N 19.14939 -16.37470 -6.16950 -0.49
H 17.90210 -14.24781 -8.56271 0.52
H 19.50065 -15.01172 -8.57074 0.36
H 18.89935 -13.97316 -7.16035 0.21
H 17.23920 -15.69814 -6.52232 0.47
H 18.65525 -17.42062 -8.42378 0.32
H 16.90935 -16.91287 -8.53354 0.61
H 18.00735 -19.90560 -8.06801 0.33
H 16.33112 -19.28291 -8.58779 0.30
H 16.63373 -20.30148 -7.16151 0.26
H 19.97863 -16.59501 -6.70234 0.17
H 18.84375 -17.33444 -6.09477 0.20
C 21.93726 -16.48379 -4.23757 -0.83
C 22.51084 -17.84856 -4.61335 0.75
C 22.17377 -18.21717 -6.02158 -1.46
O 20.79121 -18.54837 -6.31925 -0.17
C 20.36378 -19.77419 -5.78618 -0.62
N 23.99713 -17.81934 -4.35644 -0.78
H 20.86243 -16.61751 -4.35991 0.08
H 22.19579 -15.70588 -4.95599 0.11
H 22.15346 -16.33742 -3.17930 0.46
H 22.03699 -18.53238 -3.90911 0.39
H 22.77560 -19.05014 -6.38500 0.50
H 22.64964 -17.43639 -6.61491 0.28
H 20.11254 -19.66678 -4.73099 0.28
H 21.16125 -20.51418 -5.85361 0.40
H 19.43832 -19.98610 -6.32165 0.00
H 24.06656 -17.85941 -3.34963 0.32
H 24.42866 -16.92384 -4.53522 0.30
C 24.76966 -6.10242 0.85627 0.55
O 25.54039 -5.21409 0.46197 -0.82
N 24.44913 -6.23242 2.15866 -0.41
N 24.27223 -7.00566 0.10914 0.68
H 23.71273 -6.87909 2.40284 0.36
H 24.74431 -5.40912 2.66378 0.24
H 24.44267 -6.88708 -0.87929 -0.23
H 23.51181 -7.57246 0.45639 -0.13
C 19.48328 -12.22496 -0.12784 0.45
O 20.27226 -12.39514 0.79830 -0.93
N 18.24830 -12.09632 0.08138 -0.05
N 19.77776 -12.24560 -1.42385 0.35
H 17.93054 -12.13841 1.03917 0.28
H 17.64687 -11.83161 -0.68564 -0.13
H 19.03049 -12.42125 -2.08024 -0.17
H 20.73653 -12.51334 -1.59468 -0.05
C 22.87272 -12.97778 -3.36129 0.61
O 21.83524 -13.45993 -3.68857 -0.45
N 23.10965 -11.64628 -3.17799 0.68
N 24.05263 -13.53433 -3.09229 -0.37
H 23.96230 -11.26443 -2.79421 0.02
H 22.40906 -11.04240 -3.58369 -0.83
H 24.16484 -14.53583 -3.15951 0.20
H 24.85479 -12.92173 -3.12917 0.09
C 17.30475 -13.59923 -3.56399 0.58
O 17.29644 -12.67839 -2.78774 -0.56
N 18.33754 -14.16743 -4.11095 0.18
N 16.15481 -14.17915 -3.78155 -0.44
H 19.19814 -13.84210 -3.69425 -0.10
H 18.38769 -14.99456 -4.68840 0.17
H 15.31647 -13.91421 -3.28447 0.27
H 16.17680 -15.17327 -3.95861 0.17
C 18.92073 -5.38145 2.13597 0.60
O 18.62074 -6.50581 1.88971 -0.73
N 20.10376 -4.89759 2.03658 0.06
N 18.14058 -4.62757 2.87875 0.05
H 20.17604 -3.89088 2.07416 0.07
H 20.85125 -5.50991 1.74260 0.21
H 17.20532 -4.90465 3.14070 -0.02
H 18.50438 -3.73603 3.18357 -0.04
C 25.04778 -5.72483 -3.39318 0.44
O 24.66288 -6.83200 -2.93229 -0.40
N 25.29776 -4.72795 -2.66496 -0.27
N 25.03711 -5.35774 -4.66484 -0.37
H 25.06720 -4.88255 -1.69386 0.06
H 25.49917 -3.83606 -3.09398 0.18
H 25.48264 -4.50615 -4.97533 0.18
H 24.51632 -5.86591 -5.36531 0.11
C 21.35092 -8.87738 2.00501 0.68
O 21.97393 -7.83748 2.14933 -0.69
N 20.05484 -8.91616 2.11594 -0.01
N 21.80269 -10.10862 1.86031 -0.22
H 19.80468 -9.85161 2.40308 0.20
H 19.56367 -8.03633 2.18484 0.09
H 22.77943 -10.35744 1.92483 0.11
H 21.04386 -10.73533 1.63334 -0.06
C 27.02257 -10.20645 -2.51972 0.57
O 26.00860 -10.51660 -3.11664 -0.42
N 27.16996 -9.07549 -1.84986 -0.41
N 28.10795 -10.90928 -2.32794 -0.43
H 28.02612 -8.92816 -1.33471 0.20
H 26.31556 -8.54931 -1.96495 0.07
H 28.89117 -10.39643 -1.94893 0.13
H 28.20892 -11.89642 -2.51623 0.21
C 15.13937 -6.29129 3.26453 0.73
O 15.53388 -5.16357 3.43810 -0.80
N 15.83046 -7.21519 2.69594 -0.05
N 13.93128 -6.75538 3.48706 -0.43
H 16.76046 -6.88747 2.47731 -0.27
H 15.50980 -8.15645 2.51902 0.24
H 13.18225 -6.15775 3.80626 0.26
H 13.69101 -7.65017 3.08492 0.14
C 25.92994 -10.38532 1.79761 0.68
O 25.39352 -10.73621 2.80673 -0.66
N 27.04538 -9.76944 1.63648 -0.32
N 25.40535 -10.77765 0.64163 -0.22
H 27.49296 -9.77993 0.73113 0.16
H 27.44130 -9.29905 2.43777 0.21
H 24.65723 -11.44627 0.52598 0.15
H 25.69401 -10.43076 -0.26194 0.09

***

Entry 2:
22
Properties=species:S:1:pos:R:3:mulliken_charge:R:1 method="wB97M-V/def2-TZVPD" charge=+2 de_lowest_kj_mol=547.8 homo_energy_ev=-17.9 e_tot_ev=-10314.12988 homo_lumo_gap_ev=9.3130
C -1.15947 -1.36398 1.16066 -0.22
C 1.54136 0.67827 0.69855 -0.79
C 1.36037 2.22093 -1.59327 -0.88
C -0.70909 1.00518 -2.17898 -0.83
N -1.52338 -2.10440 2.12850 0.20
N 0.48003 0.45498 -0.27064 -0.07
N -1.35932 -3.43546 2.08818 -0.50
N 0.32518 1.20789 -1.25093 0.24
H -1.34920 -0.25539 1.20002 0.34
H -0.69977 -1.61703 0.22719 0.29
H 1.08925 0.87685 1.62155 0.34
H 2.11700 -0.10302 1.18456 0.38
H 2.31416 1.36085 0.48423 0.29
H 1.06757 3.12319 -1.27110 0.46
H 2.45408 2.11735 -1.27890 0.37
H 1.32059 2.34512 -2.67239 0.32
H -1.22572 1.91006 -2.25053 0.45
H -0.25018 0.98004 -3.18154 0.33
H -1.47355 0.27542 -2.00352 0.37
H -2.07030 -1.82605 3.05149 0.38
H -0.97183 -3.83745 1.20790 0.27
H -1.27778 -4.01338 2.89896 0.26